1.
Entry from the Open Molecules 2025 dataset: a 15-piece molecular cluster, C64H95N15 overall at a distorted geometry (ωB97M-V/def2-TZVPD).

Last column: Mulliken charge in e.
Cartesian coordinates (Å):
N  -8.3587  6.5304  7.0027  0.522
C  -9.4494  6.7870  6.2283  -1.253
C  -10.2770  5.6885  6.2885  -0.827
C  -9.6134  4.7131  7.0756  -1.035
C  -8.4596  5.2887  7.5604  -0.259
H  -7.6707  7.2404  7.2097  0.273
H  -9.5636  7.7378  5.7434  1.147
H  -11.2316  5.5917  5.7963  0.491
H  -10.0095  3.7450  7.3349  0.428
H  -7.7267  4.8579  8.2195  0.450
N  -4.9568  7.1486  6.8829  0.204
C  -5.6295  8.2948  6.5695  -1.392
C  -6.0127  8.8854  7.7429  0.445
C  -5.5416  8.0621  8.8079  -0.852
C  -4.9422  6.9736  8.2422  -0.700
H  -4.5764  6.4934  6.2235  0.212
H  -5.7109  8.6263  5.5474  0.492
H  -6.5285  9.8208  7.8929  0.589
H  -5.5785  8.3425  9.8473  0.483
H  -4.4519  6.1060  8.6499  0.439
N  -12.1896  14.8659  8.4097  0.440
C  -13.1925  14.0371  7.9644  -0.100
C  -14.3030  14.2794  8.7267  -0.261
C  -13.9177  15.1697  9.7593  -1.190
C  -12.6167  15.5322  9.5242  -0.606
H  -11.2650  14.8109  8.0159  0.037
H  -12.9697  13.3969  7.1250  0.155
H  -15.2719  13.8308  8.5738  0.580
H  -14.4941  15.5650  10.5794  0.422
H  -11.9421  16.2069  10.0232  0.503
N  -11.2647  18.5533  4.0046  0.025
C  -11.6459  17.2499  4.1642  -1.387
C  -11.6583  16.9642  5.4996  0.216
C  -11.3577  18.1701  6.1915  -1.068
C  -11.1443  19.1341  5.2446  -0.617
H  -11.2115  19.0118  3.1130  0.229
H  -11.8762  16.5907  3.3434  1.041
H  -11.9114  16.0041  5.9188  0.775
H  -11.3159  18.3305  7.2558  0.450
H  -10.8061  20.1551  5.3023  0.412
N  -8.7375  9.1703  2.1964  2.546
C  -8.4686  7.8657  2.4972  -0.378
C  -7.5218  7.4366  1.6022  -1.461
C  -7.2136  8.5245  0.7350  -1.311
C  -7.9706  9.5925  1.1510  -0.264
H  -9.3684  9.7678  2.7270  -0.994
H  -8.9952  7.3826  3.3036  0.494
H  -7.0884  6.4607  1.4499  0.474
H  -6.5538  8.4190  -0.1107  0.465
H  -7.9731  10.6244  0.8455  0.439
N  -9.9436  7.3217  -0.5681  0.058
C  -10.9195  8.2732  -0.4689  0.014
C  -11.9844  7.8892  -1.2454  -0.466
C  -11.5920  6.6875  -1.9007  -0.734
C  -10.3240  6.3818  -1.4853  -0.749
H  -9.0409  7.4119  -0.1166  0.379
H  -10.8039  9.0666  0.2524  0.176
H  -12.9395  8.3825  -1.3170  0.499
H  -12.1759  6.1582  -2.6359  0.398
H  -9.6835  5.5637  -1.7666  0.405
N  -11.3777  9.8526  8.9963  0.322
C  -10.5727  8.7839  8.7348  -0.739
C  -9.3601  8.9835  9.3323  -0.377
C  -9.4646  10.1960  10.0819  -1.188
C  -10.7004  10.7179  9.8196  -0.482
H  -12.3822  9.9229  8.9020  0.404
H  -10.9234  7.8728  8.2766  0.501
H  -8.5388  8.2873  9.3711  0.727
H  -8.7115  10.5885  10.7462  0.587
H  -11.1621  11.6068  10.2191  0.418
N  -15.0895  12.7440  2.7877  0.325
C  -15.2756  12.5214  4.1177  -1.431
C  -15.0872  13.7153  4.7729  -0.262
C  -14.8318  14.6988  3.7795  -1.277
C  -14.8798  14.0752  2.5571  -0.359
H  -15.1008  12.0712  2.0351  0.596
H  -15.5200  11.5357  4.4772  0.646
H  -15.0958  13.8890  5.8355  0.712
H  -14.7140  15.7559  3.9587  0.606
H  -14.7772  14.4434  1.5510  0.490
N  -14.1004  11.8987  -0.5755  0.104
C  -13.7991  10.7364  0.0570  0.167
C  -14.9808  10.1812  0.4910  -0.740
C  -16.0334  11.0330  0.0671  -0.995
C  -15.4453  12.1146  -0.5427  -0.469
H  -13.4423  12.5611  -0.9668  0.209
H  -12.7932  10.3931  0.2270  0.395
H  -15.0373  9.2025  0.9403  0.562
H  -17.0896  10.8655  0.1951  0.429
H  -15.8490  13.0256  -0.9516  0.429
N  -14.2447  8.4270  7.8989  0.123
C  -14.5826  9.2430  8.9498  -0.423
C  -14.5124  10.5372  8.5030  -1.523
C  -14.2340  10.4883  7.1052  1.181
C  -14.0370  9.1740  6.7707  -1.294
H  -14.1456  7.4307  7.9793  0.203
H  -14.6791  8.8274  9.9386  0.343
H  -14.6182  11.4761  9.0217  0.332
H  -14.1737  11.3402  6.4474  0.494
H  -13.8315  8.6874  5.8325  0.443
N  -11.0628  13.5894  -1.3851  0.117
C  -10.9709  13.9118  -0.0583  -1.302
C  -12.0707  14.6616  0.2743  1.032
C  -12.8530  14.8055  -0.9030  -1.409
C  -12.2069  14.1321  -1.9107  -0.671
H  -10.4175  12.9922  -1.8711  0.208
H  -10.1560  13.5677  0.5575  0.540
H  -12.2032  15.0398  1.2750  0.526
H  -13.8148  15.2842  -0.9947  0.513
H  -12.4808  13.9463  -2.9354  0.361
N  -7.1543  14.1910  2.3680  1.311
C  -8.0772  14.7221  3.2279  -1.116
C  -8.7279  15.7484  2.6030  0.363
C  -8.1407  15.8834  1.3066  -1.596
C  -7.1469  14.9444  1.2232  -0.647
H  -6.4162  13.5274  2.6174  -0.290
H  -8.1391  14.3556  4.2409  0.477
H  -9.5603  16.3233  2.9736  0.588
H  -8.3989  16.6243  0.5685  0.463
H  -6.3973  14.7751  0.4673  0.547
N  -7.5689  14.7589  7.1964  0.163
C  -7.2075  13.6888  7.9682  -1.298
C  -8.3010  12.8850  8.1467  -0.980
C  -9.3659  13.4852  7.4182  0.859
C  -8.8953  14.6412  6.8595  -1.166
H  -6.9346  15.4522  6.8423  0.278
H  -6.2038  13.5746  8.3437  0.438
H  -8.3651  12.0048  8.7619  0.164
H  -10.3678  13.1293  7.2338  0.729
H  -9.3301  15.4143  6.2432  0.744
C  -3.4658  14.7035  3.3081  -1.281
C  -3.4591  13.3356  2.6219  -0.720
N  -4.6830  12.5723  2.8870  0.880
C  -4.7887  11.4725  1.9252  -0.688
C  -5.2788  11.9029  0.5608  -1.200
C  -4.6872  12.0603  4.2539  -1.302
C  -6.0815  11.6381  4.7086  0.690
H  -3.6274  14.6710  4.3824  0.318
H  -4.2657  15.2875  2.8438  0.220
H  -2.5406  15.2384  3.0911  0.433
H  -3.3716  13.5247  1.5539  0.394
H  -2.5858  12.7524  2.9555  0.364
H  -5.4267  10.6929  2.3404  0.436
H  -3.8156  10.9682  1.7864  0.287
H  -6.3285  12.2033  0.5566  -0.038
H  -5.2099  11.0907  -0.1663  0.415
H  -4.7025  12.7300  0.1420  0.425
H  -4.0088  11.1916  4.3422  0.287
H  -4.3036  12.7899  4.9643  0.533
H  -6.0376  11.0813  5.6484  0.286
H  -6.6520  12.5399  4.9515  -0.711
H  -6.6204  11.0085  4.0029  -0.150
C  -9.1300  10.3164  5.5411  -0.247
C  -10.6026  10.4671  5.1870  0.775
N  -10.7442  10.8030  3.7765  1.198
C  -12.1044  10.5606  3.2869  0.967
C  -12.3987  9.0567  3.0867  -0.999
C  -10.3633  12.1777  3.4469  0.297
C  -11.1936  13.3085  4.0636  2.462
H  -8.6495  9.6701  4.8046  -0.088
H  -8.9851  10.0451  6.5863  -0.209
H  -8.6219  11.2735  5.3892  -0.198
H  -11.0407  9.4764  5.3514  0.542
H  -11.1327  11.1260  5.8877  -0.777
H  -12.8946  10.9164  3.9599  -0.855
H  -12.1919  11.0130  2.2996  0.298
H  -13.2406  9.0479  2.3902  0.051
H  -11.5953  8.4811  2.6269  0.075
H  -12.7225  8.5921  4.0167  0.011
H  -10.3652  12.2779  2.3564  -0.149
H  -9.3121  12.3353  3.7115  -0.642
H  -10.8645  14.2928  3.7434  -0.128
H  -11.2387  13.2623  5.1517  -1.333
H  -12.2170  13.1412  3.7039  -0.975

Forces on the atoms, in the same order (eV/Å):
0.09 0.26 0.13
-0.31 -0.30 0.18
0.26 0.10 -0.44
-0.29 0.26 0.53
-0.30 -0.44 -0.44
0.15 -0.16 0.07
-0.02 0.10 0.00
0.04 -0.05 -0.07
0.14 -0.06 0.01
0.17 0.24 0.00
-0.24 -0.24 0.09
0.22 0.22 -0.25
0.20 0.16 0.39
-0.22 0.27 -0.05
0.49 -0.08 -0.24
-0.10 0.03 -0.04
-0.15 -0.06 -0.01
-0.04 0.02 -0.26
-0.17 -0.33 0.08
-0.02 0.08 0.19
-0.43 -0.79 0.00
0.54 0.71 -0.28
-0.14 -0.66 0.14
0.18 0.65 0.07
0.42 -0.03 -0.29
0.18 0.31 0.39
-0.38 -0.03 -0.08
0.00 -0.03 0.11
-0.22 -0.09 -0.11
-0.14 0.02 0.16
-0.56 -0.26 0.12
0.24 -0.34 -0.05
-0.29 0.04 0.11
0.03 0.10 0.01
0.57 0.12 -0.50
0.04 0.14 0.12
0.05 0.15 -0.14
-0.09 0.04 0.06
0.02 -0.08 0.02
-0.15 0.03 0.23
0.25 0.20 0.14
-0.05 0.23 -0.14
0.28 -0.15 -0.49
0.00 -0.34 0.20
0.12 -0.09 0.02
-0.35 0.11 0.19
0.07 -0.15 -0.03
-0.17 -0.13 0.41
0.10 0.41 0.02
-0.17 0.00 -0.15
0.12 0.34 -0.42
-0.23 -0.24 0.56
0.23 -0.10 -0.07
-0.21 0.24 -0.20
-0.04 -0.12 0.19
-0.20 -0.15 -0.12
-0.03 0.09 -0.11
0.04 0.07 -0.06
0.05 -0.13 0.06
0.06 0.01 0.07
0.23 0.41 0.61
-0.09 -0.61 -0.10
-0.07 0.18 0.76
0.27 -0.26 -0.42
-0.09 0.03 0.37
0.10 -0.16 -0.42
-0.11 0.24 -0.35
-0.01 -0.04 -0.15
-0.03 0.20 -0.09
-0.10 0.01 -0.16
-0.25 0.33 -0.58
0.37 -0.14 0.08
0.06 0.00 -0.11
-0.27 0.25 -0.01
0.30 -0.18 0.37
-0.24 -0.23 0.19
0.07 0.00 0.07
-0.18 -0.05 0.04
0.11 -0.01 -0.04
0.08 0.03 0.01
0.30 0.31 0.10
-0.22 -0.11 0.35
0.25 -0.45 -0.40
-0.07 0.09 0.17
-0.05 -0.09 -0.25
-0.03 -0.08 0.20
0.06 0.07 -0.28
-0.23 0.08 0.14
-0.01 0.09 0.08
-0.13 -0.10 -0.08
-0.22 0.02 0.20
0.72 -0.03 0.10
-0.34 0.31 -0.58
0.28 -0.08 0.11
-0.28 -0.12 0.03
-0.03 0.01 -0.14
-0.17 0.08 0.02
-0.21 -0.23 0.36
0.08 -0.04 -0.06
0.05 0.09 -0.01
0.00 -0.04 0.19
-0.17 -0.11 -0.09
0.58 -0.13 0.10
-0.12 0.03 0.05
0.09 -0.13 -0.03
-0.02 0.08 -0.08
0.08 0.12 -0.09
-0.38 0.09 -0.09
0.07 0.14 -0.02
0.00 0.13 -0.03
0.15 0.59 0.10
0.19 -0.33 0.28
-0.07 0.10 -0.57
0.04 0.08 0.41
0.04 -0.23 -0.19
0.03 0.17 0.00
-0.24 -0.10 -0.07
0.14 0.01 0.21
0.02 -0.06 -0.08
-0.14 -0.09 -0.11
-0.08 -0.26 0.06
0.17 -0.13 0.17
-0.08 0.17 -0.12
-0.28 0.16 -0.28
0.66 0.43 -0.29
-0.10 0.09 0.06
0.00 0.08 0.00
0.06 -0.08 -0.13
0.05 -0.30 0.32
-0.27 -0.19 -0.04
-0.28 0.08 -0.72
0.05 0.41 0.71
0.17 0.12 -0.19
0.33 -0.46 -0.07
-0.40 0.05 -0.51
-0.15 -0.98 0.21
0.12 0.40 0.57
0.07 -0.05 0.03
-0.06 0.07 0.26
0.10 -0.09 0.16
0.04 -0.22 -0.05
0.02 -0.04 -0.18
-0.23 0.11 -0.11
0.09 0.17 0.20
0.04 0.11 0.20
0.12 -0.11 0.16
0.04 0.01 0.11
0.06 0.08 -0.14
-0.02 0.21 -0.20
0.15 -0.01 -0.05
-0.26 -0.12 -0.25
-0.01 0.14 -0.17
0.08 1.21 -0.31
0.45 -0.90 0.30
-0.70 0.56 -0.19
0.30 -1.60 -0.09
-0.44 0.65 -0.15
1.13 0.69 0.30
-0.89 -0.91 -0.41
0.03 -0.48 0.43
0.07 -0.35 -0.09
-0.07 0.04 0.28
-0.27 0.10 -0.16
0.04 0.22 -0.16
0.14 0.49 -0.12
-0.09 0.40 0.18
-0.08 -0.39 0.13
0.15 0.13 0.10
0.14 -0.19 -0.06
-0.24 -0.08 0.04
-0.04 -0.21 0.08
0.15 -0.01 0.00
0.20 0.05 0.01
-0.06 0.46 0.16

Output
relative energy (zero: lowest compared OMol25 entry of this formula, charge and spin)	0.0	kcal per mole

2.
Entry from the Open Molecules 2025 dataset: CH5NO2 as an isolated structure at a distorted geometry (ωB97M-V/def2-TZVPD).

Last column: Mulliken charge in e.
Cartesian coordinates (Å):
C  -0.7256  0.4212  0.2033  0.115
N  -0.5808  -0.1670  -0.9067  -0.431
O  0.0118  0.6006  -1.9130  -0.366
O  -1.2795  -0.2002  1.2382  -0.470
H  0.0481  0.0025  -2.6718  0.367
H  -1.5165  -1.1031  0.9794  0.352
H  1.9399  -0.3937  1.1010  -0.248
H  -0.4307  1.4472  0.4137  0.429
H  2.5332  -0.6073  1.5557  0.253

Forces on the atoms, in the same order (eV/Å):
0.49 0.61 -1.01
-0.18 -0.59 -0.03
0.03 0.28 0.23
-0.31 -0.34 0.61
-0.09 0.05 0.35
0.05 0.07 -0.08
0.90 -0.34 0.67
0.00 -0.07 -0.06
-0.89 0.33 -0.68

Output
relative energy (zero: lowest compared OMol25 entry of this formula, charge and spin)	76.0	kcal per mole

3.
Entry from the Open Molecules 2025 dataset: an isolated ion of composition CH3O3 and charge +1 at a distorted geometry (ωB97M-V/def2-TZVPD).

Last column: Mulliken charge in e.
Cartesian coordinates (Å):
C  -0.6286  -0.6598  0.1587  -0.335
O  0.0937  0.3634  -0.5486  -0.047
O  1.9568  1.6420  0.0853  0.049
O  1.0949  1.2942  -0.6577  0.475
H  -0.0641  -1.6310  0.5086  0.297
H  -1.0464  -0.2327  1.1719  0.286
H  -1.4062  -0.7762  -0.7182  0.274

Forces on the atoms, in the same order (eV/Å):
-1.27 -1.62 3.00
-0.03 0.57 -2.06
-1.34 -1.50 0.42
1.41 1.33 -0.03
-0.59 1.94 -1.29
0.49 -0.54 -2.12
1.34 -0.17 2.08

Output
total charge	+1
relative energy (zero: lowest compared OMol25 entry of this formula, charge and spin)	145.9	kcal per mole

4.
Entry from the Open Molecules 2025 dataset: C36H32BrN4O4PTi as an isolated structure at a distorted geometry (ωB97M-V/def2-TZVPD).

Last column: Mulliken spin population.
Cartesian coordinates (Å):
Ti  0.7030  -0.1431  1.1500  0.925
O  4.6135  -0.1832  6.1769  0.002
C  3.7184  -0.1942  5.1839  0.008
C  2.4256  -0.7011  5.3176  -0.003
C  1.5919  -0.6622  4.2270  0.019
N  1.9616  -0.1534  3.0457  0.013
C  3.1997  0.3155  2.9450  0.007
Br  3.6180  0.9632  1.2269  0.008
C  4.1201  0.3292  3.9608  -0.008
H  4.2509  -0.5784  6.9787  0.000
H  2.0815  -1.1236  6.2530  0.000
H  0.5845  -1.0563  4.2813  -0.001
H  5.1188  0.7178  3.8240  0.000
N  0.9338  -0.0196  -0.6745  -0.015
P  -0.1469  -0.1687  -1.8101  0.025
C  -1.5072  1.0226  -1.6812  -0.003
C  -1.6096  2.0994  -2.5585  0.000
C  -2.5718  3.0821  -2.3529  0.001
C  -3.4367  2.9930  -1.2740  -0.001
C  -3.3440  1.9172  -0.3975  0.000
C  -2.3831  0.9383  -0.5946  0.021
C  0.5593  0.0636  -3.4498  -0.002
C  1.8706  0.5153  -3.5540  -0.003
C  2.4397  0.7021  -4.8088  0.000
C  1.6994  0.4369  -5.9504  0.000
C  0.3897  -0.0212  -5.8471  0.000
C  -0.1794  -0.2114  -4.5992  0.000
C  -0.8859  -1.8210  -1.8754  -0.002
C  0.0096  -2.8936  -1.8103  0.000
C  -0.4558  -4.1948  -1.9162  0.000
C  -1.8177  -4.4361  -2.0715  0.000
C  -2.7096  -3.3758  -2.1277  0.000
C  -2.2455  -2.0686  -2.0380  0.001
H  -0.9359  2.1775  -3.4020  0.000
H  -2.6425  3.9170  -3.0394  0.000
H  -4.1886  3.7574  -1.1173  0.000
H  -4.0313  1.8354  0.4364  0.000
H  -2.3114  0.1104  0.0994  -0.004
H  2.4342  0.7066  -2.6488  0.002
H  3.4615  1.0492  -4.8929  0.000
H  2.1437  0.5802  -6.9271  0.000
H  -0.1825  -0.2345  -6.7404  0.000
H  -1.1977  -0.5786  -4.5190  0.000
H  1.0702  -2.7010  -1.6834  -0.002
H  0.2456  -5.0209  -1.8882  0.000
H  -2.1819  -5.4529  -2.1592  0.000
H  -3.7690  -3.5623  -2.2542  0.000
H  -2.9482  -1.2467  -2.1000  0.000
C  1.3234  -5.9382  1.3027  0.000
N  0.6304  -4.6549  1.4070  0.000
C  -0.7040  -4.5939  1.6193  -0.001
C  -1.3793  -3.4271  1.7340  -0.003
C  -0.5944  -2.2585  1.5994  0.010
O  -1.0483  -1.0407  1.6623  -0.022
N  0.7225  -2.3155  1.3875  -0.010
C  1.4147  -3.4896  1.2960  0.004
O  2.6157  -3.5730  1.1431  0.003
H  0.6107  -6.7017  1.0021  0.000
H  1.7771  -6.2132  2.2541  0.000
H  2.1103  -5.8518  0.5623  0.000
H  -1.2062  -5.5502  1.6864  0.000
H  -2.4452  -3.3854  1.8878  0.000
C  -1.3402  2.6549  3.2458  0.005
C  -0.5659  2.6668  1.9674  0.022
O  0.0201  1.6360  1.6059  -0.063
C  -0.5113  3.8591  1.1167  0.026
C  -1.1694  5.0374  1.4722  0.013
C  -1.1086  6.1424  0.6395  -0.009
C  -0.3896  6.0741  -0.5481  0.016
C  0.2650  4.9029  -0.9071  -0.007
C  0.2049  3.7951  -0.0808  0.006
H  -1.2907  1.6685  3.6952  -0.001
H  -2.3838  2.9103  3.0474  0.000
H  -0.9455  3.4019  3.9379  0.003
H  -1.7313  5.0959  2.3969  0.002
H  -1.6185  7.0567  0.9144  0.000
H  -0.3403  6.9395  -1.1975  0.001
H  0.8186  4.8542  -1.8365  0.000
H  0.6961  2.8714  -0.3567  0.015

Forces on the atoms, in the same order (eV/Å):
0.61 -0.84 -0.64
0.02 -0.01 0.06
0.00 -0.02 0.07
0.00 -0.04 0.10
-0.06 -0.01 -0.04
-0.02 0.08 -0.03
-0.07 0.00 -0.10
0.03 0.04 -0.02
0.16 0.05 -0.02
0.01 0.00 0.00
0.01 0.01 -0.02
-0.01 0.01 0.00
-0.03 -0.01 0.01
-0.29 0.04 0.15
0.06 0.02 0.02
-0.01 0.07 0.00
-0.06 0.00 0.05
0.02 -0.01 -0.02
0.00 0.03 0.00
-0.01 -0.01 0.01
0.01 0.06 -0.05
0.12 0.03 0.00
-0.04 0.01 -0.07
-0.01 -0.01 0.06
-0.03 -0.01 -0.01
0.02 0.01 0.00
-0.01 -0.01 -0.03
0.04 -0.08 0.01
-0.07 -0.02 -0.01
-0.01 0.04 0.03
0.02 -0.01 0.01
-0.01 -0.01 -0.01
0.02 0.01 0.00
0.01 0.01 -0.01
0.00 -0.03 0.02
0.03 -0.03 -0.01
0.02 0.01 -0.01
0.01 -0.04 0.03
-0.01 -0.01 -0.01
-0.01 -0.01 0.00
-0.01 0.00 0.01
0.00 0.00 0.00
0.04 0.01 0.00
-0.02 0.00 0.01
-0.03 0.02 0.00
0.02 0.03 0.00
0.04 0.00 0.01
0.02 0.00 0.00
-0.06 0.04 0.03
-0.07 -0.09 -0.02
0.09 -0.14 -0.06
-0.12 0.02 0.01
0.06 0.27 -0.02
-0.08 -0.28 0.05
-0.04 0.05 0.11
0.08 0.02 0.07
-0.10 0.07 -0.02
-0.03 -0.01 0.01
0.01 0.03 0.00
0.03 0.01 -0.05
0.00 -0.01 0.00
0.02 0.00 0.00
-0.02 0.10 0.01
0.06 -0.33 -0.23
-0.38 1.00 0.57
0.02 -0.04 -0.04
-0.05 0.08 0.03
-0.01 -0.02 0.02
-0.02 0.02 0.02
0.02 -0.04 -0.02
0.00 0.06 -0.06
0.01 -0.04 0.02
0.04 0.00 0.01
-0.02 -0.02 -0.01
0.03 0.00 -0.05
0.01 -0.03 0.00
0.00 -0.02 0.02
-0.01 0.00 0.03
0.03 -0.04 0.00

Output
2S+1	2
⟨S²⟩	0.76
total charge	+1
relative energy (zero: lowest compared OMol25 entry of this formula, charge and spin)	0.6	kcal per mole